Record 1
CH6BNO3 | ωB97M-V with the def2-TZVPD basis set

Results
orbital gap (alpha / beta) = 7.5397 / 7.5357 eV
2S+1 = 1
HOMO energy (alpha / beta) = -10.1 / -10.1 eV

Last column: natural (NBO) charge in e.
Positions of all 12 atoms, in Å:
B1 1.6543 0.0443 0.0477  1.1866
C1 -2.3269 -0.3908 0.1442  -0.5279
N1 -1.4255 0.0893 -0.8226  -0.1612
O1 1.5139 1.3147 -0.3814  -0.9272
O2 2.9884 -0.3284 0.1961  -0.9169
O3 0.5362 -0.6241 0.1864  -0.7940
H1 -1.8184 -0.9505 0.8880  0.3027
H2 -2.8637 0.4333 0.7057  0.2319
H3 -3.0005 -1.1323 -0.3450  0.2166
H4 -0.8203 0.9914 -0.5020  0.4093
H5 2.3440 1.6963 -0.6828  0.4904
H6 3.2185 -1.1432 0.5658  0.4897

Atomic forces in eV per Å
B 1.04 0.22 -0.56
C -1.53 0.71 -0.72
N 4.20 1.84 1.63
O -0.04 2.24 -0.92
O -0.52 1.49 -0.44
O -3.03 -1.73 0.07
H 1.00 -0.56 0.98
H 0.46 -0.76 -0.61
H 0.20 0.73 0.35
H -1.92 -2.33 -0.67
H -0.04 0.07 0.16
H 0.17 -1.92 0.74


Record 2
CH6Cl3N3P2 | ωB97M-V with the def2-TZVPD basis set

Results
orbital gap (alpha / beta) = 9.0190 / 7.2293 eV
2S+1 = 3
HOMO energy (alpha / beta) = -8.3 / -9.8 eV

Last column: Mulliken spin population.
Positions of all 15 atoms, in Å:
C1 -2.2632 -0.6943 1.8246  0.8763
N1 1.2150 -1.0271 -1.5353  0.0059
N2 1.3521 0.9554 0.2525  0.2388
N3 -0.5809 1.1316 -1.5374  0.2194
P1 -0.2300 1.1746 0.0943  0.4574
P2 1.9895 -0.4390 -0.3123  0.0054
Cl1 -0.5344 3.0508 0.6059  0.1047
Cl2 3.9027 0.0507 -0.5834  0.0081
Cl3 2.1028 -1.6507 1.3007  0.0050
H1 -2.6698 0.1365 2.3600  0.0360
H2 -2.7848 -1.0820 0.9760  0.0364
H3 -1.4806 -1.2723 2.2704  0.0403
H4 1.6086 -1.8602 -1.9396  -0.0007
H5 -1.5528 1.1786 -1.8104  -0.0116
H6 -0.0741 0.3473 -1.9658  -0.0215

Atomic forces in eV per Å
C -0.29 -0.35 0.31
N 0.57 0.28 0.66
N -0.57 -0.88 -0.03
N -0.46 0.01 0.18
P 1.55 -0.28 -1.09
P -1.11 0.63 -0.25
Cl -0.49 1.18 0.49
Cl 0.60 -0.02 -0.12
Cl 0.13 -0.36 0.19
H -0.10 0.36 0.14
H -0.13 -0.09 -0.35
H 0.31 -0.13 0.07
H 0.02 -0.28 -0.17
H -0.07 0.02 0.02
H 0.01 -0.09 -0.04


Record 3
CH6ClN4 | ωB97M-V with the def2-TZVPD basis set

Results
total charge = +1
orbital gap = 9.0595 eV
2S+1 = 1
HOMO energy = -13.0 eV

Last column: natural (NBO) charge in e.
Positions of all 12 atoms, in Å:
C1 -1.0172 0.4917 -0.0442  0.0945
N1 -1.5547 1.5976 -0.4466  -0.7142
N2 1.7038 -0.2042 0.8967  -0.4836
N3 1.0302 -0.1768 -0.1631  0.1587
N4 0.7124 -1.3350 -0.5951  -0.5398
Cl1 -2.2293 -0.4937 0.5791  0.0371
H1 -2.4978 1.8191 -0.3901  0.4035
H2 1.8817 0.6642 1.3673  0.4254
H3 1.6692 -1.1295 1.4555  0.3649
H4 -0.9478 2.2749 -1.0257  0.4252
H5 0.4176 -1.3765 -1.6564  0.4461
H6 0.8319 -2.1318 0.0225  0.3823

Atomic forces in eV per Å
C -1.16 1.40 0.53
N 4.00 1.65 -2.19
N 0.00 -2.34 2.90
N 0.43 0.49 -2.47
N -0.26 -0.82 -3.34
Cl -0.50 -1.27 0.72
H -2.24 0.42 0.10
H 0.15 0.23 0.08
H 0.34 2.12 -0.54
H -1.26 -1.32 1.52
H 0.70 -0.20 3.24
H -0.20 -0.35 -0.54


Record 4
CH6FN4 | ωB97M-V with the def2-TZVPD basis set

Results
total charge = +1
orbital gap (alpha / beta) = 9.3364 / 8.4134 eV
2S+1 = 1
HOMO energy (alpha / beta) = -14.8 / -14.9 eV

Last column: natural (NBO) charge in e.
Positions of all 12 atoms, in Å:
C1 -0.1304 -0.4267 0.4918  0.6316
N1 -0.1848 0.9221 0.4714  -0.2936
N2 0.3321 -1.1181 -0.5412  -0.7294
N3 -0.5648 -1.0119 1.5942  -0.7129
N4 0.0882 1.6263 -0.5205  0.0377
F1 1.5056 1.4357 -1.1485  -0.3213
H1 0.7116 -0.6546 -1.3551  0.4474
H2 0.3982 -2.1237 -0.5032  0.4310
H3 -0.9019 -0.4485 2.3593  0.4461
H4 -0.5543 -2.0133 1.7067  0.4291
H5 0.0390 2.6458 -0.4292  0.4473
H6 -0.7386 1.1671 -2.1257  0.1871

Atomic forces in eV per Å
C 0.34 -0.36 -0.79
N -0.20 0.88 1.28
N -0.12 -0.03 0.09
N 0.01 0.01 -0.02
N 0.21 -1.26 -3.08
F -1.20 0.15 0.67
H 0.10 0.06 0.17
H -0.05 0.01 -0.07
H -0.01 0.06 -0.05
H 0.03 0.05 0.00
H 0.04 -0.21 0.09
H 0.85 0.62 1.72


| no. | E_tot (eV) |
| --- | --- |
| 1 | -9442.210 |
| 2 | -61749.447 |
| 3 | -19606.294 |
| 4 | -9800.099 |